1.
The following is a DFT calculation (ωB97M-V with the def2-TZVPD basis set) of a structure of composition C15H24AlF7N3O5S.

XYZ file:
```
56
Properties=species:S:1:pos:R:3:forces:R:3:lowdin_charge:R:1
C 1.035851 -3.218771 -0.198445 -1.4 -1.0 0.9 -0.166
C -0.470505 -3.141310 -0.729874 0.4 0.7 -0.3 -0.208
C -1.162868 -1.698118 -0.502131 -0.9 -1.7 -0.9 -0.270
O -1.594229 -1.480968 0.853826 1.3 0.3 -0.8 -0.269
C -0.547387 -0.922881 1.697217 0.6 0.9 0.6 -0.275
Al -1.461326 0.560541 2.832567 -1.5 -2.6 -0.9 0.338
O -2.290245 -0.121820 4.385197 0.5 1.1 -0.5 -0.240
N -3.393366 -0.830809 4.091574 0.8 -1.2 -0.3 -0.144
O -3.129276 -1.833975 3.482989 -0.7 0.7 0.4 -0.029
S -0.106253 2.381127 3.208114 -2.5 4.6 -1.9 0.686
O 0.231106 2.996114 1.855397 0.6 -2.2 2.7 -0.407
O -0.934587 3.404500 3.948805 1.8 -2.2 -0.1 -0.412
C 1.423580 2.064540 4.240543 2.2 2.2 1.1 -0.381
F 2.286661 3.181158 4.019252 -1.6 -2.0 0.3 0.028
F 1.150767 2.099806 5.633815 0.5 -0.7 -2.9 0.054
C 2.280927 0.777513 3.816577 2.0 0.6 -0.6 -0.234
F 3.635005 1.105133 4.111629 -2.4 -0.8 -0.6 0.069
F 2.262933 0.569419 2.423577 -0.5 0.3 3.0 0.095
C 1.962944 -0.542412 4.659007 0.7 -2.4 0.6 -0.347
F 2.223099 -1.727954 3.941198 -0.6 2.8 1.2 0.100
F 0.658866 -0.637165 5.111405 2.7 0.6 -0.8 0.130
F 2.885326 -0.563200 5.729754 -2.5 0.0 -1.8 0.095
H 1.675952 -2.331933 -0.468527 -1.1 -1.0 0.5 0.049
H 1.491761 -4.163869 -0.620873 -0.4 1.2 0.6 0.045
H 0.994418 -3.349362 0.931003 0.2 0.4 -1.3 0.069
H -0.449236 -3.340768 -1.863696 -0.1 0.4 1.4 0.092
H -1.111200 -3.988865 -0.295286 0.9 1.4 -0.4 0.110
H -2.119884 -1.731992 -1.139035 1.2 0.3 1.0 0.116
H -0.526910 -0.870375 -0.945376 -0.6 -0.9 0.9 0.086
H 0.189024 -0.371027 1.026534 -0.5 -0.9 0.8 0.065
H -0.029056 -1.703806 2.359420 -0.6 0.8 -1.3 0.066
H -2.664584 1.085738 1.905714 0.3 0.5 0.4 -0.008
C 3.441599 -2.895715 -5.724375 0.0 -0.1 0.0 -0.117
C 2.193070 -2.222383 -5.167781 0.1 -0.2 -0.3 -0.267
C 2.426463 -1.544104 -3.817163 -0.4 0.1 -0.1 -0.179
C 2.748896 -2.505820 -2.759974 0.3 -0.1 0.0 -0.205
N 3.000785 -3.261234 -1.929543 0.8 0.2 -1.2 0.149
H 3.781117 -3.707359 -5.076231 0.0 0.1 0.0 0.072
H 3.232094 -3.322511 -6.708236 0.1 0.0 0.1 0.069
H 4.258788 -2.177762 -5.833802 0.0 0.0 0.0 0.074
H 1.390997 -2.961858 -5.084519 0.0 0.1 0.1 0.112
H 1.856388 -1.466228 -5.883663 0.0 0.0 0.2 0.107
H 1.521297 -0.997967 -3.533928 0.1 -0.1 0.2 0.120
H 3.227926 -0.804776 -3.902958 0.0 -0.1 0.1 0.121
C -3.584430 4.486715 -2.359418 -0.1 0.0 -0.1 -0.121
C -3.774799 4.192394 -0.876284 -0.1 0.1 -0.3 -0.266
C -2.512118 3.653897 -0.202209 -0.3 0.1 0.3 -0.190
C -2.119723 2.342915 -0.722217 0.3 -0.2 0.1 -0.226
N -1.806043 1.311569 -1.124812 -0.2 0.5 -0.1 0.190
H -3.352130 3.578295 -2.920873 0.0 0.0 0.1 0.069
H -4.499692 4.911494 -2.779718 0.1 0.0 0.0 0.065
H -2.774924 5.204776 -2.516022 0.0 0.0 0.0 0.072
H -4.599620 3.484202 -0.752076 0.1 0.0 0.1 0.113
H -4.070674 5.117923 -0.372614 0.1 -0.1 0.1 0.106
H -2.693436 3.566098 0.873084 0.2 -0.2 -0.1 0.109
H -1.689141 4.363233 -0.326543 0.0 -0.2 0.0 0.123
```
Positions in Å, forces in eV/Å.

Calculated values
E_LUMO = 2.4 eV
Electronic energy = -67103.76424 eV
Net charge = -1
HOMO energy = -5.3 eV



2.
The following is a DFT calculation (ωB97M-V with the def2-TZVPD basis set) of a cluster of 2 separate species, C4H15N4 in total.

XYZ file:
```
23
Properties=species:S:1:pos:R:3:forces:R:3:lowdin_charge:R:1
C -1.125133 1.296293 -1.697428 -2.6 -1.8 -1.5 -0.020
C 1.134432 0.465518 1.355041 1.8 1.3 0.1 -0.140
C 1.964717 0.119679 -0.926258 1.1 0.0 1.4 -0.081
C -0.981581 -0.860508 -0.513966 -1.8 0.1 2.1 -0.155
N -1.737255 -1.027977 1.749669 -0.5 2.8 -2.9 0.105
N -1.413793 0.359347 -0.570370 -0.5 2.6 -0.2 0.009
N -1.276124 -1.595207 0.567292 0.6 0.4 -2.9 -0.015
N 1.293335 -0.477661 0.257475 -1.4 0.8 -1.0 -0.206
H -1.059541 0.625593 -2.645397 0.3 1.5 1.5 0.137
H -1.958110 2.041342 -1.903847 0.8 -1.2 0.6 0.120
H -0.270781 1.831248 -1.435104 1.5 0.9 -0.2 0.037
H 2.144226 0.841359 1.654516 -0.4 -0.1 0.0 0.095
H 0.625180 1.415041 1.109213 -0.3 -0.7 -0.2 0.090
H 0.743947 0.021945 2.262879 -0.3 -0.2 -0.1 0.073
H 1.241448 0.773614 -1.460080 1.0 -0.5 0.3 0.049
H 2.789276 0.693665 -0.389526 -0.5 -0.1 -1.8 0.101
H 2.408939 -0.666120 -1.612359 -0.7 1.0 0.9 0.110
H -0.622610 -1.172190 -1.459481 0.6 -1.4 -0.3 0.150
H -1.686613 -1.626741 2.494396 0.4 -1.6 2.2 0.078
H -1.272209 -0.114320 1.830946 -0.1 -1.0 0.9 0.079
H -1.802829 0.782274 0.266761 -0.1 -0.1 -0.4 0.140
H -0.984645 -2.525433 0.442185 0.2 -1.3 1.0 0.149
H 1.845725 -1.200765 0.623435 0.9 -1.3 0.3 0.094
```
Positions in Å, forces in eV/Å.

Calculated values
E_LUMO = -2.6 eV
Electronic energy = -10342.94103 eV
Net charge = +1
Energy above the lowest of the compared OMol25 structures with the same formula, charge and spin = 370.5 kJ/mol
HOMO energy = -12.5 eV



3.
The following is a DFT calculation (ωB97M-V with the def2-TZVPD basis set) of a cluster of 3 separate species, H10N3 in total.

XYZ file:
```
13
Properties=species:S:1:pos:R:3:forces:R:3:lowdin_charge:R:1
N -0.667056 0.235497 -1.679027 0.6 0.7 1.0 0.293
H 0.029334 -0.112223 -0.958778 -0.5 0.1 -0.7 0.105
H -1.381952 0.729354 -1.161581 -0.4 0.0 0.7 0.115
H -0.310670 0.973301 -2.277334 0.7 -0.1 -0.3 0.148
H -1.091573 -0.483655 -2.223842 -0.2 -0.9 -0.5 0.134
N -0.296845 1.454102 0.990338 -2.1 -0.1 -0.8 0.025
H -0.750805 0.685460 1.467142 0.9 -0.2 0.2 0.023
H -0.812573 2.270519 1.294145 0.7 0.3 0.0 0.034
H 0.695868 1.515934 1.004905 0.4 0.0 0.7 0.017
N 0.987604 -1.647417 0.626055 0.9 1.0 1.8 -0.010
H 1.550086 -2.418854 0.272406 -0.6 -0.3 0.0 0.026
H 0.350473 -1.984741 1.368959 0.2 -0.4 -1.0 0.038
H 1.698110 -1.217277 1.276614 -0.7 0.0 -1.1 0.050
```
Positions in Å, forces in eV/Å.

Calculated values
E_LUMO = -3.5 eV
Electronic energy = -4626.48946 eV
Net charge = +1
Energy above the lowest of the compared OMol25 structures with the same formula, charge and spin = 79.5 kJ/mol
HOMO energy = -14.3 eV



4.
The following is a DFT calculation (ωB97M-V with the def2-TZVPD basis set) of a structure of composition C51H41I4IrN5O2Si.

XYZ file:
```
105
Properties=species:S:1:pos:R:3:forces:R:3:lowdin_charge:R:1
Ir 0.490343 0.354395 -1.160784 0.0 -0.4 0.0 1.507
I 2.136399 6.237639 6.500481 0.0 0.0 0.0 0.862
C 1.808503 4.992892 4.855993 0.0 0.0 0.0 -0.738
C 1.332802 3.705193 5.053699 0.0 0.0 0.0 -0.138
C 1.117589 2.885986 3.955922 0.0 0.0 0.0 -0.026
C 1.368334 3.337756 2.662474 -0.1 -0.1 0.0 -0.197
C 1.846572 4.631514 2.487967 0.0 0.0 0.0 -0.025
C 2.069812 5.461161 3.577706 0.0 0.0 0.0 -0.142
C 1.116873 2.444342 1.492129 0.1 0.0 0.0 -0.070
C 1.921892 1.313370 1.358391 0.0 0.0 0.0 -0.227
C 2.961982 0.927955 2.276623 0.0 0.0 0.0 0.003
C 3.408539 -0.285572 1.884508 0.0 0.0 0.0 0.011
C 2.675441 -0.642204 0.700204 0.0 0.0 0.0 -0.219
C 2.848146 -1.823392 -0.012551 0.0 0.0 0.0 -0.063
C 3.765504 -2.844184 0.576385 0.0 0.0 0.0 -0.219
C 3.247353 -3.849836 1.385354 0.0 0.0 0.0 -0.014
C 4.080209 -4.804271 1.951134 0.0 0.0 0.0 -0.142
C 5.443918 -4.747416 1.704915 0.0 0.0 0.0 -0.739
I 6.706746 -6.180058 2.551555 0.0 0.0 0.0 0.859
C 5.978296 -3.751500 0.902070 0.0 0.0 0.0 -0.144
C 5.134222 -2.803313 0.340994 0.0 0.0 0.0 -0.022
C 2.239027 -2.126650 -1.222795 0.0 0.0 0.0 -0.211
N 1.360713 -1.327809 -1.899410 0.0 0.1 0.0 -0.031
C 1.018563 -1.988956 -3.039731 -0.1 0.0 0.0 -0.222
C 0.071399 -1.571432 -3.969000 0.0 0.0 0.0 -0.073
C -0.215095 -2.482448 -5.114339 0.0 0.0 0.0 -0.211
C 0.653669 -2.600518 -6.192156 0.0 0.0 0.0 -0.024
C 0.365999 -3.463138 -7.240959 0.0 0.0 0.0 -0.146
C -0.798209 -4.214777 -7.201349 0.0 0.0 0.0 -0.740
I -1.238697 -5.515707 -8.775732 0.0 0.0 0.0 0.855
C -1.672554 -4.115911 -6.128904 0.0 0.0 0.0 -0.139
C -1.376328 -3.249627 -5.087093 0.0 0.0 0.0 -0.011
C -0.702644 -0.426930 -3.857561 0.0 0.0 0.0 -0.224
C -1.694320 -0.010107 -4.813959 0.0 0.0 0.0 0.021
C -2.296517 1.089513 -4.312441 0.0 0.0 0.0 0.015
C -1.678457 1.369986 -3.041307 0.0 0.0 0.0 -0.221
N -0.698374 0.446282 -2.802382 0.0 0.1 0.0 -0.039
C -2.022529 2.429237 -2.206227 0.1 0.0 0.0 -0.074
C -1.352325 2.769354 -1.035219 0.0 0.0 0.0 -0.234
C -1.686569 3.892742 -0.196595 0.0 0.0 0.0 0.000
C -0.805891 3.902546 0.824263 0.0 0.0 0.0 0.008
C 0.079799 2.781334 0.634942 0.0 0.0 0.0 -0.222
N -0.278555 2.109981 -0.505417 0.0 0.1 0.0 -0.035
C -3.184527 3.271554 -2.613782 0.0 0.0 0.0 -0.210
C -3.004309 4.582081 -3.044893 0.0 0.0 0.0 -0.027
C -4.086577 5.362087 -3.425464 0.0 0.0 0.0 -0.142
C -5.364372 4.825852 -3.373105 0.0 0.0 0.0 -0.740
I -6.999816 5.992159 -3.943175 0.0 0.0 0.0 0.862
C -5.566346 3.521964 -2.946891 0.0 0.0 0.0 -0.142
C -4.474805 2.752424 -2.571963 0.0 0.0 0.0 -0.026
C 1.726823 -3.241488 -3.100594 0.0 0.0 0.0 0.023
C 2.473426 -3.329055 -1.978834 0.0 0.0 0.0 0.021
N 1.797529 0.359306 0.389340 0.1 0.0 0.1 -0.036
H 1.129903 3.341337 6.052165 0.0 0.0 0.0 0.094
H 0.754897 1.876472 4.100693 0.0 0.0 0.0 0.085
H 2.051045 4.993261 1.487625 0.0 0.0 0.0 0.127
H 2.447537 6.463380 3.429061 0.0 0.0 0.0 0.094
H 3.297375 1.517115 3.112916 0.0 0.0 0.0 0.115
H 4.175809 -0.889026 2.341088 0.0 0.0 0.0 0.118
H 2.180476 -3.884479 1.571063 0.0 0.0 0.0 0.127
H 3.668701 -5.583022 2.578376 0.0 0.0 0.0 0.094
H 7.042379 -3.711502 0.714086 0.0 0.0 0.0 0.094
H 5.544805 -2.022517 -0.287563 0.0 0.0 0.0 0.128
H 1.561158 -2.009423 -6.215513 0.0 0.0 0.0 0.126
H 1.043028 -3.545366 -8.079972 0.0 0.0 0.0 0.093
H -2.574553 -4.711679 -6.100836 0.0 0.0 0.0 0.094
H -2.036702 -3.170132 -4.231428 0.0 0.0 0.0 0.126
H -1.888806 -0.500966 -5.752796 0.0 0.0 0.0 0.119
H -3.077161 1.678858 -4.763334 0.0 0.0 0.0 0.116
H -2.495729 4.580461 -0.378015 0.0 0.0 0.0 0.114
H -0.752824 4.599535 1.643837 0.0 0.0 0.0 0.115
H -2.003939 4.995394 -3.086774 0.0 0.0 0.0 0.128
H -3.932539 6.377507 -3.763691 0.0 0.0 0.0 0.094
H -6.564060 3.106977 -2.906821 0.0 0.0 0.0 0.095
H -4.627089 1.731112 -2.243193 0.0 0.0 0.0 0.118
H 1.645040 -3.960876 -3.898050 0.0 0.0 0.0 0.117
H 3.131113 -4.128377 -1.679752 0.0 0.0 0.0 0.118
N -2.845650 1.021585 1.297395 0.0 0.0 0.1 0.027
C -3.214329 -0.391388 1.193137 0.0 0.0 0.0 -0.266
C -3.095587 -0.896156 -0.240460 0.0 0.0 0.0 -0.088
C -1.725729 -1.354761 -0.712697 0.1 -0.2 0.1 -0.570
O -1.620519 -2.186477 -1.585641 0.0 0.1 0.0 0.085
O -0.688758 -0.809611 -0.066874 -0.2 0.4 -0.2 -0.196
H -2.805857 1.302349 2.270603 0.0 0.0 0.0 0.068
H -3.555670 1.600928 0.861825 0.0 0.0 0.0 0.070
H -4.238944 -0.585966 1.534432 0.0 0.0 0.0 0.106
H -2.550295 -0.961185 1.844870 0.0 0.0 0.0 0.092
H -3.395192 -0.093332 -0.926039 0.0 0.0 0.0 0.108
H -3.778362 -1.726220 -0.423559 0.0 0.0 0.0 0.119
C 1.904753 -0.961977 5.336546 0.0 0.0 0.0 -0.180
Si 0.087034 -1.110595 4.884791 0.0 0.0 0.0 0.407
C -0.911225 -0.043704 6.064642 0.0 0.0 0.0 -0.182
C -0.419628 -2.909896 5.034127 0.0 0.0 0.0 -0.185
C -0.214085 -0.547071 3.154530 0.0 0.0 0.0 -0.028
H 2.055043 -1.274718 6.373282 0.0 0.0 0.0 0.031
H 2.268389 0.063067 5.235419 0.0 0.0 0.0 0.015
H 2.521496 -1.597054 4.696717 0.0 0.0 0.0 0.023
H -0.687365 -0.291826 7.104706 0.0 0.0 0.0 0.031
H -1.983336 -0.182364 5.909908 0.0 0.0 0.0 0.029
H -0.694243 1.018841 5.926113 0.0 0.0 0.0 0.013
H -0.028299 -3.363373 5.947295 0.0 0.0 0.0 0.029
H -0.035012 -3.481339 4.185866 0.0 0.0 0.0 0.024
H -1.505856 -3.018445 5.042582 0.0 0.0 0.0 0.028
H -0.119380 -1.183422 2.280705 0.1 0.0 0.0 0.001
H -0.491862 0.465762 2.880166 -0.1 0.0 0.0 -0.005
```
Positions in Å, forces in eV/Å.

Calculated values
E_LUMO (alpha / beta) = -1.3 / -1.3 eV
Expectation value of S² = 0.75
Electronic energy = -108219.07013 eV
Multiplicity = 2
Energy above the lowest of the compared OMol25 structures with the same formula, charge and spin = 18.0 kJ/mol
HOMO energy (alpha / beta) = -7.4 / -7.4 eV



> What is the electronic energy in the fourth record?

-108219.07013 eV